[1]
A 3-piece molecular cluster, C4H12O2 overall at a distorted geometry, computed with ωB97M-V/def2-TZVPD.

Computed properties:
Charge: 0
Strongest force on any atom (eV/A): 6.80
Gap between HOMO and LUMO (eV): 9.3
Highest occupied orbital energy (eV): -8.583
Structure (SMILES): C=C(C)C.O.O
Relative energy (zero: lowest compared OMol25 entry of this formula, charge and spin) (kJ/mol): 226.8

Structure (XYZ):
```
18
Properties=species:S:1:pos:R:3:mulliken_charge:R:1
C 0.14 -0.34 -0.19 -0.899
C -0.44 -0.13 -1.45 0.815
C -0.95 1.15 -1.93 -1.145
C -0.15 -1.22 -2.38 -1.030
H 0.10 -1.28 0.33 0.308
H 0.31 0.56 0.44 0.236
H -0.31 2.09 -2.26 0.242
H -1.73 1.73 -1.31 0.286
H -1.40 0.84 -2.84 0.326
H -0.14 -2.26 -1.85 0.276
H 0.75 -1.14 -3.02 0.252
H -0.94 -1.10 -3.07 0.334
O 4.87 1.02 1.63 -0.630
H 4.54 0.25 2.06 0.317
H 5.48 1.49 2.17 0.313
O -3.72 -0.68 4.61 -0.652
H -3.46 0.19 4.14 0.332
H -2.94 -1.16 4.90 0.320
```

=====

[2]
A 2-piece molecular cluster, C4H12O2 overall at a distorted geometry, computed with ωB97M-V/def2-TZVPD.

Computed properties:
Charge: 0
Strongest force on any atom (eV/A): 1.75
Gap between HOMO and LUMO (eV): 11.2
Highest occupied orbital energy (eV): -10.180
Structure (SMILES): CCO.CCO
Relative energy (zero: lowest compared OMol25 entry of this formula, charge and spin) (kJ/mol): 86.7

Structure (XYZ):
```
18
Properties=species:S:1:pos:R:3:mulliken_charge:R:1
C 2.50 3.46 0.87 -0.877
C 2.39 4.96 0.91 -0.283
O 1.34 5.41 1.78 -0.518
H 2.87 3.09 1.84 0.250
H 3.30 3.22 0.17 0.299
H 1.62 2.86 0.64 0.300
H 3.30 5.46 1.21 0.265
H 2.17 5.38 -0.08 0.267
H 0.53 5.37 1.28 0.298
C -2.73 -3.78 -0.55 -1.156
C -1.87 -4.94 -0.91 -0.150
O -1.62 -5.06 -2.32 -0.522
H -2.26 -2.81 -0.71 0.372
H -2.82 -3.82 0.54 0.324
H -3.74 -3.88 -0.96 0.338
H -0.86 -4.81 -0.53 0.232
H -2.25 -5.86 -0.47 0.265
H -1.88 -4.22 -2.71 0.298
```

=====

[3]
A 2-piece molecular cluster, C4H12O2 overall at a distorted geometry, computed with ωB97M-V/def2-TZVPD.

Computed properties:
Charge: 0
Strongest force on any atom (eV/A): 2.99
Gap between HOMO and LUMO (eV): 10.7
Highest occupied orbital energy (eV): -10.091
Structure (SMILES): CCCOC.O
Relative energy (zero: lowest compared OMol25 entry of this formula, charge and spin) (kJ/mol): 93.0

Structure (XYZ):
```
18
Properties=species:S:1:pos:R:3:mulliken_charge:R:1
C -2.03 1.26 -1.47 -1.043
C -0.57 1.38 -0.94 -0.506
C -0.20 0.07 -0.22 -0.366
O -1.12 -0.21 0.84 -0.320
C -0.51 -1.39 1.39 -0.710
H -2.22 0.36 -2.08 0.292
H -2.23 2.15 -2.08 0.342
H -2.72 1.26 -0.61 0.263
H 0.12 1.61 -1.78 0.315
H -0.52 2.22 -0.22 0.279
H -0.11 -0.71 -1.00 0.319
H 0.80 0.22 0.23 0.292
H -0.22 -2.22 0.73 0.291
H -1.27 -1.74 2.10 0.269
H 0.38 -1.06 1.95 0.291
O 4.33 -0.71 1.03 -0.648
H 3.93 -1.24 0.30 0.318
H 4.15 -1.23 1.84 0.323
```

=====

[4]
A 2-piece molecular cluster, C4H12O2 overall at a distorted geometry, computed with ωB97M-V/def2-TZVPD.

Computed properties:
Charge: 0
Strongest force on any atom (eV/A): 2.09
Gap between HOMO and LUMO (eV): 11.1
Highest occupied orbital energy (eV): -10.311
Structure (SMILES): CCO.CCO
Relative energy (zero: lowest compared OMol25 entry of this formula, charge and spin) (kJ/mol): 118.5

Structure (XYZ):
```
18
Properties=species:S:1:pos:R:3:mulliken_charge:R:1
C -2.41 3.65 -0.79 -0.865
C -1.56 2.61 0.03 -0.298
O -0.45 2.30 -0.74 -0.506
H -1.70 4.45 -0.97 0.277
H -3.22 4.05 -0.19 0.313
H -2.98 3.28 -1.64 0.244
H -2.11 1.69 0.26 0.269
H -1.30 2.84 1.07 0.267
H 0.10 3.08 -0.83 0.301
C 2.22 -3.97 0.55 -1.085
C 1.42 -2.74 0.09 -0.110
O 1.61 -1.74 1.05 -0.498
H 1.70 -4.25 1.47 0.267
H 3.26 -3.72 0.72 0.296
H 2.13 -4.82 -0.12 0.357
H 0.41 -3.14 0.08 0.234
H 1.77 -2.63 -0.94 0.257
H 1.10 -0.94 0.89 0.282
```

=====

[5]
A 2-piece molecular cluster, C4H12O2 overall at a distorted geometry, computed with ωB97M-V/def2-TZVPD.

Computed properties:
Charge: 0
Strongest force on any atom (eV/A): 2.75
Gap between HOMO and LUMO (eV): 10.3
Highest occupied orbital energy (eV): -9.611
Structure (SMILES): CCO.CCO
Relative energy (zero: lowest compared OMol25 entry of this formula, charge and spin) (kJ/mol): 86.8

Structure (XYZ):
```
18
Properties=species:S:1:pos:R:3:mulliken_charge:R:1
C -0.18 -2.30 -0.92 -0.939
C -1.11 -1.66 0.22 -0.211
O -0.28 -1.02 1.13 -0.548
H 0.71 -1.72 -1.21 0.259
H -0.84 -2.38 -1.79 0.305
H 0.14 -3.31 -0.62 0.313
H -1.72 -0.87 -0.26 0.249
H -1.80 -2.39 0.67 0.307
H 0.06 -1.74 1.69 0.302
C 1.46 1.80 -0.11 -0.804
C -0.04 2.35 0.03 -0.281
O -0.62 1.77 1.22 -0.532
H 2.04 2.37 0.63 0.257
H 1.87 2.00 -1.11 0.299
H 1.55 0.73 0.11 0.210
H -0.03 3.46 0.14 0.297
H -0.54 2.11 -0.93 0.229
H -0.67 0.80 1.11 0.286
```

=====

[6]
A 3-piece molecular cluster, C4H12O2 overall at a distorted geometry, computed with ωB97M-V/def2-TZVPD.

Computed properties:
Charge: +1
Strongest force on any atom (eV/A): 2.67
Spin multiplicity: 2
Expectation value of S²: 0.752
Gap between HOMO and LUMO (spin up / spin down) (eV): 9.9 / 6.1
Highest occupied orbital energy (spin up / spin down) (eV): -14.962 / -14.960
Relative energy (zero: lowest compared OMol25 entry of this formula, charge and spin) (kJ/mol): 114.1

Structure (XYZ):
```
18
Properties=species:S:1:pos:R:3:lowdin_spin:R:1
C -1.05 -0.37 0.06 0.076
C -0.52 1.00 0.24 0.350
C 0.86 1.16 0.27 0.388
C 1.59 2.45 0.56 0.064
H -1.40 -0.60 1.09 0.036
H -1.93 -0.21 -0.59 0.017
H -0.38 -1.14 -0.30 0.001
H -1.29 1.73 0.47 0.008
H 1.46 0.28 0.04 0.012
H 2.58 2.07 0.83 0.000
H 1.57 3.18 -0.26 0.023
H 1.25 2.83 1.53 0.018
H -1.37 -0.61 -2.32 0.000
H -1.66 -2.10 -2.30 0.000
O -1.14 -1.42 -2.75 0.003
H 0.90 -1.20 2.06 0.001
H -0.32 -2.31 1.75 0.001
O 0.59 -2.00 1.64 0.002
```